{
  "formula": "C39H33ClFeO2P2S4Si",
  "method": "ωB97M-V/def2-TZVPD",
  "total_charge": -1,
  "homo_lumo_gap_ev": [6.603, 6.494],
  "multiplicity": 2,
  "homo_energy_ha": [-0.15965, -0.16941],
  "symbols": ["Fe", "C", "Si", "C", "C", "C", "C", "C", "C", "P", "C", "C", "C", "C", "C", "C", "C", "C", "C", "C", "C", "C", "C", "C", "C", "C", "C", "C", "P", "C", "C", "C", "C", "C", "C", "C", "C", "C", "C", "C", "C", "H", "H", "H", "H", "H", "H", "H", "H", "H", "H", "H", "H", "H", "H", "H", "H", "H", "H", "H", "H", "H", "H", "H", "H", "H", "H", "H", "H", "H", "H", "H", "S", "S", "S", "S", "Cl", "C", "C", "O", "O", "H", "H"],
  "xyz": [[1.05506, -0.36710, 0.62845], [1.42723, 2.99533, 2.00648], [0.44166, 1.83518, 0.90298], [-1.28739, 1.96075, 1.68062], [-1.93625, 3.14904, 2.03431], [-3.10317, 3.12662, 2.77721], [-3.63364, 1.91155, 3.20533], [-3.01110, 0.72729, 2.86003], [-1.85271, 0.75750, 2.08371], [-0.99858, -0.74405, 1.47599], [-0.81604, -1.80319, 2.92858], [-1.83036, -2.38622, 3.63306], [-1.59969, -2.90660, 4.91905], [-0.33014, -2.73235, 5.53213], [0.70697, -2.18364, 4.85527], [0.58892, -1.82718, 3.41871], [-2.40722, -1.55813, 0.59774], [-3.51327, -0.83674, 0.15325], [-4.57925, -1.47352, -0.46513], [-4.54989, -2.84385, -0.67038], [-3.45221, -3.57479, -0.23842], [-2.39782, -2.93961, 0.39968], [0.41255, 2.66236, -0.80490], [0.17310, 4.02498, -1.00926], [0.18501, 4.56824, -2.28220], [0.44268, 3.75941, -3.38534], [0.68610, 2.41112, -3.20495], [0.67381, 1.87142, -1.91992], [0.91181, 0.09061, -1.61231], [-0.41775, -0.55098, -2.70862], [-0.23493, -1.33406, -3.84371], [-1.31910, -1.70458, -4.62948], [-2.59836, -1.28611, -4.30099], [-2.78904, -0.48808, -3.18158], [-1.70845, -0.12913, -2.39482], [2.46136, -0.32891, -2.47891], [2.75442, -1.64826, -2.82483], [3.98342, -1.97452, -3.37656], [4.94151, -0.98995, -3.56982], [4.66884, 0.31868, -3.19936], [3.43690, 0.64948, -2.65541], [0.83279, 3.90167, 2.15210], [1.59464, 2.55294, 2.98858], [2.37575, 3.29060, 1.55985], [-1.51808, 4.10365, 1.73586], [-3.59619, 4.05418, 3.04300], [-4.53338, 1.89283, 3.80812], [-3.42989, -0.21606, 3.18716], [-2.83353, -2.41526, 3.22129], [-2.40824, -3.37150, 5.46682], [-0.19557, -3.04411, 6.56116], [1.67881, -2.06249, 5.31640], [1.15735, -2.59470, 2.86257], [-3.55299, 0.23570, 0.29514], [-5.43274, -0.89148, -0.79163], [-5.37828, -3.34022, -1.16029], [-3.41858, -4.64695, -0.38550], [-1.56644, -3.52597, 0.76824], [-0.01168, 4.67300, -0.16001], [0.00105, 5.62684, -2.42131], [0.45511, 4.18537, -4.38103], [0.88692, 1.77361, -4.05894], [0.75598, -1.64724, -4.13775], [-1.15605, -2.31814, -5.50688], [-3.44228, -1.57420, -4.91518], [-3.78197, -0.14792, -2.91787], [-1.86204, 0.51022, -1.53211], [2.03297, -2.43068, -2.62734], [4.19954, -3.00467, -3.63011], [5.90803, -1.24712, -3.98512], [5.42404, 1.08657, -3.30574], [3.25944, 1.66223, -2.31715], [0.79079, -2.62225, 0.05722], [2.68242, -2.08727, 0.45975], [3.48260, -2.93329, 2.05084], [1.38486, -0.24514, 2.94179], [6.25659, 1.08372, 1.38315], [4.49893, 1.02028, 1.72872], [3.67122, 1.52020, 0.54034], [3.96677, 2.54972, -0.04371], [2.67432, 0.76317, 0.24274], [4.31992, 1.67434, 2.58076], [4.24209, -0.00220, 1.99039]]
}

=====

{
  "formula": "C39H33F10GeMgN8O2",
  "method": "ωB97M-V/def2-TZVPD",
  "total_charge": -1,
  "homo_lumo_gap_ev": 6.787,
  "homo_energy_ha": -0.16179,
  "symbols": ["Mg", "C", "N", "C", "C", "N", "C", "C", "F", "C", "F", "C", "F", "C", "F", "C", "F", "C", "C", "N", "C", "C", "F", "C", "F", "C", "F", "C", "F", "C", "F", "H", "H", "H", "H", "H", "H", "H", "H", "H", "H", "H", "O", "C", "O", "C", "C", "Ge", "C", "C", "C", "C", "C", "C", "C", "C", "C", "C", "C", "C", "C", "C", "C", "C", "C", "C", "H", "H", "H", "H", "H", "H", "H", "H", "H", "H", "H", "H", "H", "H", "H", "H", "H", "H", "H", "N", "N", "N", "C", "N", "N", "H", "H", "H"],
  "xyz": [[0.44243, -0.93481, 2.09365], [3.78395, -0.99632, 2.25058], [2.66723, -0.80957, 1.33545], [2.60309, -1.90493, 0.37177], [2.15242, -3.19484, 1.09620], [1.36309, -2.81846, 2.26496], [0.92922, -3.76304, 3.11651], [0.41510, -3.36101, 4.38137], [0.43131, -2.03729, 4.63955], [-0.13356, -4.20246, 5.31299], [-0.61410, -3.72407, 6.46161], [-0.18015, -5.56322, 5.07291], [-0.70457, -6.41223, 5.97284], [0.35191, -6.02364, 3.88932], [0.29930, -7.33275, 3.62525], [0.90628, -5.16865, 2.95941], [1.32982, -5.72842, 1.80514], [2.65144, 0.53000, 0.75004], [2.19592, 1.54032, 1.80538], [1.01106, 1.01158, 2.48332], [0.23752, 1.83732, 3.21155], [0.42885, 3.19327, 3.58629], [1.55916, 3.85777, 3.25808], [-0.49720, 3.91100, 4.31734], [-0.24223, 5.19004, 4.61466], [-1.67724, 3.34997, 4.75336], [-2.56162, 4.06105, 5.47222], [-1.90384, 2.02276, 4.44355], [-3.03152, 1.42880, 4.84936], [-0.97659, 1.31959, 3.72443], [-1.22234, 0.00911, 3.45861], [4.73850, -1.06703, 1.70622], [3.63413, -1.91079, 2.82800], [3.84274, -0.16254, 2.95061], [3.57032, -2.06624, -0.12855], [1.85951, -1.64286, -0.37870], [3.03418, -3.77409, 1.40112], [1.59554, -3.81565, 0.38732], [1.91243, 0.53018, -0.05531], [3.62762, 0.82237, 0.33171], [1.98938, 2.47687, 1.28968], [3.01203, 1.73711, 2.51254], [-2.12181, 0.32146, 0.54707], [-1.30953, -0.34734, -0.10147], [-0.14225, -0.72874, 0.30449], [-1.66868, -0.82087, -1.51858], [-0.53195, -0.59352, -2.53255], [-0.38501, 1.27430, -3.14125], [1.34755, 1.54108, -4.02654], [1.57832, 2.70097, -4.77098], [2.80985, 2.93194, -5.36910], [3.83604, 2.00302, -5.22798], [3.62384, 0.84848, -4.48543], [2.38775, 0.62186, -3.88925], [-0.50586, 2.62649, -1.73822], [0.66207, 3.26805, -1.31847], [0.62713, 4.21086, -0.29837], [-0.57861, 4.52314, 0.31760], [-1.74405, 3.88303, -0.08204], [-1.70754, 2.93949, -1.09994], [-1.79388, 1.42543, -4.50919], [-2.94316, 2.20238, -4.36769], [-3.94860, 2.17111, -5.32890], [-3.81540, 1.36548, -6.45151], [-2.66966, 0.59392, -6.61244], [-1.67278, 0.62320, -5.64671], [-2.59888, -0.33918, -1.82581], [-1.85957, -1.89565, -1.43587], [-0.69554, -1.19539, -3.43078], [0.40458, -0.92178, -2.07973], [0.78169, 3.43327, -4.87853], [2.97409, 3.83839, -5.94230], [4.79781, 2.18127, -5.69492], [4.42493, 0.12622, -4.36751], [2.23580, -0.28105, -3.30324], [1.60951, 3.02998, -1.79272], [1.54227, 4.69707, 0.02357], [-0.60787, 5.25276, 1.11850], [-2.68390, 4.10554, 0.41190], [-2.62035, 2.41642, -1.36251], [-3.05681, 2.84494, -3.50118], [-4.83896, 2.77721, -5.19959], [-4.60037, 1.33704, -7.19793], [-2.55620, -0.03202, -7.49108], [-0.78342, 0.01253, -5.77930], [-3.23986, -4.97586, 0.78075], [-2.88544, -3.78962, 1.39972], [-3.77128, -2.94235, 1.87388], [-2.97173, -1.97487, 2.31350], [-1.67460, -2.26420, 2.11767], [-1.64219, -3.43302, 1.50743], [-4.05903, -5.33618, 1.24141], [-2.45460, -5.60617, 0.85567], [-3.33440, -1.06470, 2.76417]]
}

=====

Computed calculated total energy, in the same sequence as the records: -161783.5730; -146132.2452 eV.
Computed relative energy (zero: lowest compared OMol25 entry of this formula, charge and spin), in the same sequence as the records: 3.10; 8.28 kcal per mole.